1.
ORCA calculation (ωB97M-V/def2-TZVPD) on a molecular structure, C44H96AsF6N4.

Properties
total charge	+3
HOMO-LUMO gap	11.578	eV
E_LUMO	-5.339	eV
relative energy (zero: lowest compared OMol25 entry of this formula, charge and spin)	0.0	kcal per mole

```
151
C44H96AsF6N4 (ωB97M-V/def2-TZVPD)
C -1.003 4.302 -0.673
C -1.988 4.967 0.248
C -1.749 4.766 1.775
C -2.180 3.379 2.240
N -2.300 3.100 3.738
C -3.482 3.895 4.286
C -4.718 2.999 4.051
C -4.148 1.632 3.539
C -2.718 1.645 3.940
C -1.090 3.498 4.481
C 0.160 2.822 4.009
C 1.310 3.299 4.952
H -1.331 4.580 -1.706
H -0.934 3.212 -0.714
H -0.012 4.763 -0.648
H -3.038 4.699 0.074
H -1.870 6.066 0.144
H -2.334 5.593 2.175
H -0.725 4.939 2.121
H -1.487 2.600 1.861
H -3.186 3.141 1.815
H -3.288 4.020 5.341
H -3.495 4.833 3.748
H -5.218 2.874 5.018
H -5.427 3.473 3.378
H -4.639 0.794 4.052
H -4.304 1.464 2.458
H -2.544 1.342 4.991
H -2.045 1.054 3.306
H -1.238 3.200 5.491
H -1.084 4.627 4.408
H 0.342 3.051 2.894
H 0.129 1.734 4.022
H 1.198 2.933 5.979
H 1.419 4.407 4.931
H 2.288 2.879 4.666
C -1.839 -4.357 1.579
C -1.993 -4.566 0.059
C -2.702 -3.326 -0.494
C -2.943 -3.407 -2.014
N -3.992 -2.460 -2.604
C -5.280 -2.710 -1.894
C -6.463 -2.368 -2.866
C -5.734 -2.240 -4.233
C -4.337 -2.808 -4.060
C -3.617 -0.934 -2.489
C -2.275 -0.530 -3.039
C -1.958 1.007 -2.779
H -1.250 -3.400 1.693
H -1.250 -5.121 2.069
H -2.794 -4.304 2.017
H -2.649 -5.420 -0.233
H -0.971 -4.627 -0.351
H -1.945 -2.493 -0.336
H -3.668 -3.061 -0.007
H -3.331 -4.376 -2.364
H -2.004 -3.112 -2.454
H -5.438 -2.139 -0.947
H -5.290 -3.780 -1.723
H -7.044 -1.555 -2.489
H -7.198 -3.187 -2.827
H -5.664 -1.181 -4.515
H -6.241 -2.726 -5.020
H -3.683 -2.247 -4.736
H -4.135 -3.876 -4.126
H -3.697 -0.671 -1.378
H -4.360 -0.427 -3.071
H -2.238 -0.754 -4.075
H -1.419 -1.099 -2.667
H -1.726 1.141 -1.737
H -2.707 1.682 -3.191
H -0.929 1.219 -3.074
C 4.606 -3.533 0.307
C 5.115 -2.837 1.578
C 4.485 -3.430 2.818
C 3.043 -3.023 2.942
N 2.239 -3.538 4.067
C 0.729 -3.185 3.877
C 0.093 -4.202 4.783
C 1.024 -5.452 4.726
C 2.260 -5.055 3.995
C 2.720 -3.112 5.445
C 2.740 -1.603 5.573
C 3.011 -1.299 7.047
H 5.027 -4.504 0.171
H 4.996 -2.887 -0.547
H 3.539 -3.595 0.225
H 4.921 -1.774 1.693
H 6.254 -2.971 1.732
H 5.057 -3.111 3.719
H 4.655 -4.483 2.738
H 2.497 -3.368 2.076
H 2.975 -1.923 3.025
H 0.532 -2.142 4.081
H 0.518 -3.315 2.841
H 0.034 -3.830 5.790
H -0.880 -4.496 4.474
H 1.246 -5.862 5.735
H 0.501 -6.284 4.185
H 3.142 -5.475 4.462
H 2.318 -5.301 2.924
H 3.723 -3.568 5.596
H 1.963 -3.544 6.109
H 1.764 -1.166 5.403
H 3.527 -1.183 4.901
H 3.285 -0.294 7.233
H 3.848 -1.895 7.399
H 2.186 -1.429 7.734
C 0.316 4.094 -7.656
C 1.370 3.026 -7.849
C 2.415 2.856 -6.735
C 1.866 2.898 -5.294
N 2.800 2.350 -4.261
C 2.040 2.404 -2.926
C 3.011 3.155 -1.971
C 3.706 4.119 -2.993
C 4.017 3.201 -4.151
C 3.197 0.982 -4.713
C 2.224 -0.100 -5.040
C 2.936 -1.396 -4.991
H 0.690 5.096 -7.487
H -0.381 3.799 -6.804
H -0.140 4.179 -8.613
H 1.925 3.220 -8.767
H 0.763 2.128 -7.967
H 3.204 3.588 -6.835
H 2.904 1.911 -6.998
H 0.909 2.339 -5.198
H 1.605 3.887 -4.955
H 1.664 1.417 -2.630
H 1.159 3.031 -3.013
H 3.779 2.565 -1.471
H 2.513 3.727 -1.197
H 4.623 4.557 -2.650
H 3.075 4.884 -3.411
H 4.916 2.602 -3.929
H 4.233 3.789 -5.047
H 3.844 0.662 -3.929
H 3.876 1.167 -5.514
H 1.836 0.140 -6.030
H 1.371 -0.135 -4.342
H 3.498 -1.588 -4.097
H 3.571 -1.492 -5.875
H 2.169 -2.179 -5.099
As 0.628 -0.101 0.510
F 2.285 -0.200 0.136
F 0.909 -0.464 2.161
F -1.021 0.056 0.860
F 0.279 0.310 -1.119
F 0.382 -1.739 0.101
F 0.837 1.559 0.919
```


2.
ORCA calculation (ωB97M-V/def2-TZVPD) on 7 unconnected molecules or ions with the total composition C44H97F3N5O4S.

Properties
total charge	+3
HOMO-LUMO gap	7.218	eV
E_LUMO	-5.698	eV
relative energy (zero: lowest compared OMol25 entry of this formula, charge and spin)	0.0	kcal per mole

```
154
C44H97F3N5O4S (ωB97M-V/def2-TZVPD)
C 3.738 -13.413 -0.803
C 2.639 -14.461 -0.556
C 3.072 -15.797 -1.175
O 2.407 -14.554 0.808
H 4.599 -13.737 -0.211
H 3.332 -12.479 -0.403
H 3.964 -13.223 -1.857
H 1.765 -14.131 -1.143
H 2.434 -16.655 -0.951
H 4.124 -15.964 -0.905
H 3.100 -15.759 -2.272
C -4.023 -15.764 -1.032
C -3.420 -15.859 0.369
C -1.902 -16.070 0.514
N -1.445 -17.509 0.767
C -2.053 -18.405 -0.271
C -1.925 -17.960 2.124
C -0.800 -17.698 3.167
C 0.330 -17.191 2.286
C 0.085 -17.515 0.835
H -4.407 -14.748 -1.164
H -4.861 -16.447 -1.131
H -3.333 -15.750 -1.876
H -3.958 -16.505 1.069
H -3.616 -14.938 0.929
H -1.628 -15.514 1.412
H -1.307 -15.665 -0.302
H -3.094 -18.518 0.015
H -1.579 -19.383 -0.353
H -1.916 -17.970 -1.260
H -1.967 -19.042 1.971
H -2.937 -17.668 2.382
H -0.585 -18.509 3.854
H -1.194 -16.876 3.768
H 1.271 -17.689 2.531
H 0.497 -16.111 2.297
H 0.393 -18.542 0.634
H 0.484 -16.819 0.101
C 2.728 -15.352 5.558
C 3.376 -15.534 4.165
C 4.615 -16.429 4.223
N 5.134 -16.821 2.833
C 5.800 -15.638 2.224
C 4.187 -17.509 1.857
C 4.085 -18.933 2.452
C 5.424 -19.199 3.121
C 6.188 -17.913 3.036
H 3.474 -14.862 6.191
H 2.157 -16.162 6.004
H 2.024 -14.511 5.563
H 3.670 -14.513 3.922
H 2.632 -15.854 3.438
H 4.568 -17.294 4.882
H 5.455 -15.843 4.596
H 5.053 -14.860 2.078
H 6.247 -15.873 1.255
H 6.687 -15.372 2.799
H 4.554 -17.388 0.843
H 3.254 -16.955 1.951
H 3.709 -19.633 1.703
H 3.239 -18.964 3.144
H 5.975 -20.031 2.691
H 5.230 -19.388 4.179
H 6.760 -17.857 2.102
H 6.959 -17.666 3.765
C 8.094 -19.746 -0.649
C 6.997 -18.920 -1.371
C 7.337 -18.533 -2.807
N 6.269 -17.798 -3.568
C 4.896 -18.360 -3.398
C 6.219 -16.312 -3.166
C 7.351 -15.671 -3.932
C 7.804 -16.629 -5.071
C 6.734 -17.718 -5.059
H 8.205 -20.732 -1.087
H 7.911 -19.805 0.419
H 8.957 -19.103 -0.837
H 6.786 -18.056 -0.724
H 5.991 -19.352 -1.370
H 7.428 -19.445 -3.399
H 8.292 -18.014 -2.874
H 4.939 -19.442 -3.505
H 4.173 -17.862 -4.039
H 4.588 -18.182 -2.367
H 5.243 -15.967 -3.510
H 6.181 -16.287 -2.078
H 6.905 -14.800 -4.416
H 8.128 -15.336 -3.246
H 7.838 -16.137 -6.038
H 8.798 -16.985 -4.807
H 5.811 -17.439 -5.563
H 7.203 -18.665 -5.310
C 4.326 -6.353 -1.322
C 4.698 -7.694 -1.919
C 6.104 -7.735 -2.496
N 6.696 -9.133 -2.475
C 5.962 -10.003 -3.457
C 6.759 -9.784 -1.099
C 7.840 -10.901 -1.219
C 8.778 -10.421 -2.382
C 8.170 -9.114 -2.842
H 3.425 -6.464 -0.720
H 4.214 -5.557 -2.064
H 5.031 -5.827 -0.666
H 3.958 -7.906 -2.695
H 4.616 -8.462 -1.147
H 6.686 -7.295 -1.681
H 6.218 -7.259 -3.464
H 6.251 -9.650 -4.445
H 4.900 -9.927 -3.249
H 6.280 -11.044 -3.443
H 5.840 -10.355 -0.989
H 6.914 -9.029 -0.335
H 7.347 -11.855 -1.366
H 8.519 -10.878 -0.371
H 8.883 -11.158 -3.181
H 9.791 -10.400 -1.985
H 8.263 -9.015 -3.920
H 8.573 -8.313 -2.224
C 1.408 -8.759 5.400
C 1.493 -10.017 4.492
C 0.160 -10.758 4.383
N 0.122 -11.752 3.241
C 1.130 -12.875 3.428
C 0.280 -11.060 1.903
C -0.478 -11.920 0.916
C -1.740 -12.124 1.734
C -1.306 -12.360 3.158
H 2.441 -8.439 5.541
H 1.098 -8.953 6.426
H 0.820 -7.985 4.917
H 2.285 -10.674 4.854
H 1.831 -9.684 3.509
H -0.644 -10.043 4.223
H -0.030 -11.400 5.243
H 2.135 -12.485 3.383
H 0.895 -13.565 2.613
H 0.712 -13.396 4.287
H 1.298 -10.805 1.608
H -0.176 -10.068 1.988
H 0.127 -12.820 0.751
H -0.578 -11.471 -0.069
H -2.240 -13.024 1.352
H -2.484 -11.359 1.517
H -1.250 -13.407 3.444
H -2.022 -11.875 3.820
C 4.675 -12.910 -6.030
F 4.289 -11.855 -6.699
F 5.953 -13.176 -6.319
F 4.636 -12.614 -4.718
S 3.610 -14.429 -6.454
O 4.267 -15.603 -5.876
O 2.302 -14.137 -5.894
O 3.616 -14.395 -7.898
```


3.
ORCA calculation (ωB97M-V/def2-TZVPD) on 6 unconnected molecules or ions with the total composition C45H100BrN5.

Properties
total charge	+4
HOMO-LUMO gap	8.198	eV
E_LUMO	-7.792	eV
relative energy (zero: lowest compared OMol25 entry of this formula, charge and spin)	122.2	kcal per mole

```
151
C45H100BrN5 (ωB97M-V/def2-TZVPD)
C -4.871 -10.482 15.403
C -3.544 -10.194 16.077
C -3.232 -8.734 16.064
C -4.073 -7.797 16.953
N -3.590 -7.608 18.447
C -2.357 -6.625 18.499
C -2.633 -5.574 19.473
C -4.169 -5.440 19.413
C -4.639 -6.880 19.350
C -3.339 -8.972 19.071
H -4.931 -11.559 15.562
H -4.927 -10.335 14.325
H -5.794 -10.021 15.754
H -2.829 -10.839 15.566
H -3.575 -10.609 17.085
H -3.446 -8.436 15.037
H -2.153 -8.646 16.188
H -5.101 -8.140 17.066
H -3.926 -6.842 16.451
H -1.459 -7.214 18.682
H -2.182 -6.165 17.526
H -2.342 -5.719 20.514
H -2.276 -4.579 19.208
H -4.637 -4.879 20.222
H -4.485 -5.166 18.407
H -4.694 -7.271 20.366
H -5.674 -7.048 19.050
H -2.426 -9.315 18.584
H -4.241 -9.546 18.863
H -3.075 -9.018 20.127
C -0.303 -6.893 15.042
C 1.062 -7.175 14.521
C 1.708 -8.495 15.061
C 2.945 -8.885 14.214
N 3.954 -9.752 14.997
C 4.801 -8.836 15.999
C 6.279 -8.765 15.501
C 6.166 -9.212 14.043
C 5.051 -10.363 14.138
C 3.191 -10.918 15.735
H -0.988 -7.224 14.261
H -0.536 -5.828 15.005
H -0.448 -7.157 16.089
H 1.660 -6.370 14.948
H 1.148 -7.148 13.435
H 0.880 -9.186 15.218
H 1.824 -8.227 16.111
H 3.545 -8.035 13.887
H 2.744 -9.386 13.267
H 4.725 -9.292 16.986
H 4.255 -7.893 16.040
H 6.818 -9.392 16.210
H 6.741 -7.783 15.608
H 7.155 -9.493 13.682
H 5.877 -8.426 13.346
H 5.448 -11.203 14.706
H 4.705 -10.682 13.155
H 3.851 -11.598 16.273
H 2.778 -11.574 14.969
H 2.282 -10.612 16.254
C -1.548 -15.366 16.781
C -0.768 -16.541 16.235
C -1.593 -17.628 15.352
C -2.924 -17.883 16.014
N -3.955 -18.765 15.190
C -4.540 -17.860 14.123
C -5.889 -18.571 13.792
C -6.260 -19.258 15.088
C -5.137 -19.092 16.093
C -3.429 -20.112 14.591
H -2.372 -15.183 16.091
H -0.950 -14.456 16.839
H -2.060 -15.527 17.729
H -0.394 -17.097 17.095
H 0.159 -16.241 15.745
H -1.105 -18.602 15.331
H -1.817 -17.179 14.384
H -3.451 -17.025 16.432
H -2.616 -18.662 16.711
H -3.794 -17.601 13.373
H -4.859 -17.004 14.719
H -5.742 -19.184 12.902
H -6.699 -17.923 13.456
H -6.428 -20.334 15.064
H -7.232 -18.906 15.436
H -5.036 -19.989 16.704
H -5.355 -18.270 16.776
H -4.262 -20.742 14.279
H -2.929 -20.650 15.397
H -2.651 -19.978 13.839
C -2.141 -7.759 11.290
C -2.697 -9.131 11.690
C -1.556 -10.067 11.895
C -1.810 -11.352 12.693
N -0.700 -12.375 12.629
C -0.556 -13.096 11.294
C 0.251 -14.411 11.669
C -0.469 -14.888 12.902
C -1.022 -13.554 13.553
C 0.602 -11.669 12.920
H -1.473 -7.730 10.429
H -1.670 -7.250 12.132
H -2.821 -6.954 11.011
H -3.396 -9.486 10.932
H -3.306 -8.945 12.574
H -0.799 -9.574 12.504
H -1.043 -10.444 11.009
H -2.659 -11.890 12.272
H -2.005 -11.158 13.748
H -0.143 -12.454 10.515
H -1.580 -13.069 10.923
H 1.323 -14.219 11.714
H 0.127 -15.143 10.871
H 0.210 -15.374 13.602
H -1.258 -15.536 12.519
H -0.560 -13.355 14.521
H -2.100 -13.693 13.640
H 1.257 -12.514 13.129
H 0.446 -11.164 13.873
H 0.869 -11.111 12.022
C -1.794 -13.505 20.197
C -2.753 -12.413 19.744
C -3.898 -12.856 18.858
C -5.056 -13.676 19.547
N -6.272 -13.921 18.577
C -7.269 -14.805 19.280
C -7.937 -15.671 18.250
C -7.105 -15.514 16.939
C -5.875 -14.649 17.243
C -6.986 -12.550 18.207
H -1.100 -13.078 20.921
H -1.023 -13.816 19.493
H -2.311 -14.346 20.660
H -2.189 -11.751 19.087
H -2.973 -11.871 20.664
H -3.507 -13.376 17.984
H -4.308 -11.962 18.388
H -5.518 -13.153 20.384
H -4.639 -14.620 19.898
H -7.906 -14.254 19.971
H -6.682 -15.438 19.945
H -8.914 -15.258 17.997
H -8.014 -16.723 18.524
H -7.708 -15.119 16.121
H -6.909 -16.542 16.632
H -5.712 -13.933 16.438
H -4.987 -15.248 17.445
H -7.096 -11.932 19.098
H -7.946 -12.752 17.733
H -6.420 -12.028 17.436
Br -0.292 -11.561 16.868
```